# 1
DFT (wB97M-V/def2-TZVPD) results for a structure of composition C32H20N10Zr.

Results
Gap between HOMO and LUMO (alpha / beta) = 4.363 / 4.355 eV
Multiplicity = 1
Highest occupied orbital energy (alpha / beta) = -11.835 / -11.831 eV
Strongest force on any atom = 0.5 eV/A
M = 635.81 g mol⁻¹
Charge = +2

Each line ends with the Mulliken charge.
Atoms and positions in Å:
Zr 0.0059 -0.0776 0.8527  2.25
C -6.4404 -0.7181 -0.9781  -0.68
C -6.4521 0.6786 -0.8916  -0.67
C -5.3114 1.3979 -0.5723  -0.19
C -4.1540 0.6737 -0.3333  0.43
C -2.8051 1.0866 -0.0174  -0.48
N -2.0065 -0.0554 0.1146  -0.14
C -2.7876 -1.1485 -0.1575  -0.22
N -2.3904 -2.4176 -0.2074  -0.49
C -1.1466 -2.8086 -0.1671  -0.05
C -0.7280 -4.1854 -0.3581  0.24
C -1.4572 -5.3481 -0.5319  -0.20
C -0.7411 -6.5202 -0.7297  -0.67
C 0.6549 -6.5225 -0.7632  -0.65
C 1.3867 -5.3543 -0.6015  -0.20
C 0.6742 -4.1870 -0.3927  0.37
C 1.1079 -2.8096 -0.2242  -0.28
N 2.3449 -2.4184 -0.3157  -0.50
C 2.7490 -1.1469 -0.2775  0.02
N 1.9642 -0.0545 -0.0207  -0.10
C 2.7604 1.0879 -0.1027  -0.42
N 2.3509 2.3296 0.0420  -0.47
C 1.1029 2.7268 0.1625  -0.34
N -0.0280 1.9073 0.1873  -0.10
C -1.1521 2.7288 0.1782  -0.13
N -2.4053 2.3312 0.0813  -0.48
C -0.7317 4.1035 0.2107  0.23
C -1.4528 5.2937 0.2091  -0.18
C -0.7322 6.4710 0.2122  -0.67
C 0.6725 6.4714 0.2087  -0.63
C 1.3961 5.2961 0.2005  -0.28
C 0.6791 4.1031 0.2063  0.48
C 4.1118 0.6810 -0.4086  0.51
C 5.2744 1.4086 -0.6195  -0.29
C 6.4195 0.6981 -0.9360  -0.63
C 6.4114 -0.6984 -1.0448  -0.71
C 5.2544 -1.4290 -0.8413  -0.10
C 4.1028 -0.7229 -0.5208  0.09
N -0.0190 -2.0062 -0.0176  -0.22
C -4.1412 -0.7293 -0.4229  0.38
C -5.2842 -1.4446 -0.7493  -0.17
H -7.3550 -1.2350 -1.2349  0.43
H -7.3766 1.2067 -1.0832  0.42
H -5.3174 2.4776 -0.5129  0.58
H -2.5384 -5.3349 -0.5148  0.56
H -1.2722 -7.4523 -0.8669  0.44
H 1.1741 -7.4575 -0.9249  0.42
H 2.4675 -5.3485 -0.6373  0.58
H -2.5341 5.2858 0.2003  0.57
H -1.2539 7.4185 0.2108  0.42
H 1.1923 7.4200 0.2056  0.42
H 2.4775 5.2931 0.1848  0.58
H 5.2776 2.4873 -0.5415  0.57
H 7.3454 1.2302 -1.1090  0.43
H 7.3302 -1.2088 -1.2994  0.42
H 5.2382 -2.5067 -0.9303  0.58
H -5.2651 -2.5233 -0.8225  0.57
N 0.9103 0.3532 2.9489  -0.31
N -0.5090 0.0623 3.1128  -0.45
H 1.4987 -0.1628 3.5992  0.27
H 1.0851 1.3467 3.0953  0.27
H -1.0020 0.7865 3.6317  0.26
H -0.6301 -0.8098 3.6252  0.28

# 2
DFT (wB97M-V/def2-TZVPD) results for a structure of composition C32H21Br2IrN7O3.

Results
Gap between HOMO and LUMO (alpha / beta) = 4.625 / 4.630 eV
Multiplicity = 1
Energy relative to the best compared isomer or geometry (same formula, charge and spin) = 316.08 kJ/mol
Highest occupied orbital energy (alpha / beta) = -8.914 / -8.916 eV
Strongest force on any atom = 3.9 eV/A
M = 903.59 g mol⁻¹
Charge = +1

Each line ends with the Mulliken charge.
Atoms and positions in Å:
Ir -0.1671 1.7804 0.8454  0.87
O -1.7755 5.1393 2.3170  -0.60
C -1.3689 4.2297 1.6435  0.13
N -0.3120 3.3958 1.9269  0.51
C 0.3578 3.4666 3.1272  0.28
O 0.3525 4.3762 3.9144  -0.62
C 1.1448 2.1990 3.3524  0.59
C 1.7602 1.9839 4.5775  -0.74
C 2.4802 0.8192 4.7750  -0.38
C 2.5402 -0.0969 3.7364  -0.99
C 1.8681 0.1746 2.5559  0.00
N 1.1852 1.2969 2.3597  0.12
C -2.0106 3.8533 0.3296  0.56
C -2.9822 4.6816 -0.2145  -0.79
C -3.4843 4.3877 -1.4727  -0.42
C -3.0084 3.2625 -2.1315  -0.88
C -2.0660 2.4662 -1.5028  0.12
N -1.5719 2.7490 -0.3001  0.11
H 1.6575 2.7413 5.3389  0.54
H 2.9755 0.6328 5.7148  0.46
H 3.0956 -1.0125 3.8448  0.44
H 1.8686 -0.5395 1.7446  0.49
H -3.3069 5.5378 0.3596  0.57
H -4.2201 5.0251 -1.9365  0.47
H -3.3432 3.0031 -3.1243  0.47
H -1.6795 1.5806 -1.9887  0.40
Br 3.1912 -5.0734 -3.4018  -0.18
C 1.5108 -5.2098 -2.5273  0.09
C 0.3988 -5.6737 -3.2274  -0.38
C -0.8306 -5.6877 -2.6163  -0.15
C -0.9829 -5.1829 -1.3052  -0.23
C 0.1773 -4.8122 -0.5811  -0.11
C 1.4058 -4.8334 -1.1901  -0.60
N -2.2173 -4.9693 -0.8402  -0.72
N -2.6172 -4.3520 0.1748  -0.30
C -2.4825 -3.0971 0.5545  -0.07
C -2.9900 -2.7073 1.8194  -0.56
C -2.6740 -1.5036 2.3793  -0.80
C -1.8090 -0.5828 1.7297  0.96
O -1.4696 0.5212 2.2789  -0.70
C -1.3285 -0.9252 0.4272  0.14
N -0.4810 -0.0386 -0.1849  0.00
C -0.1287 -0.2811 -1.4449  -0.46
C -0.6012 -1.3492 -2.1848  -1.72
C -1.4393 -2.2706 -1.5746  -0.52
C -1.7541 -2.1162 -0.2293  0.34
H 0.5060 -6.0090 -4.2485  0.44
H -1.7064 -6.0246 -3.1473  0.48
H 0.0783 -4.5036 0.4495  0.50
H 2.2896 -4.5525 -0.6369  0.47
H -3.6113 -3.4105 2.3516  0.48
H -3.0579 -1.2223 3.3476  0.50
H 0.5601 0.4078 -1.9112  0.93
H -0.2989 -1.4544 -3.2138  0.55
H -1.8583 -3.0734 -2.1546  0.92
Br 1.1045 4.5194 -0.8979  0.00
C 2.2193 3.0322 -1.2780  0.37
C 3.2101 3.1857 -2.2380  -0.79
C 4.0149 2.0996 -2.5291  -0.34
C 3.7977 0.9129 -1.8405  -0.92
C 2.7893 0.8724 -0.8947  -0.10
N 1.9972 1.9087 -0.6147  0.08
H 3.3249 4.1352 -2.7326  0.44
H 4.7903 2.1839 -3.2741  0.44
H 4.3944 0.0373 -2.0422  0.49
H 2.5909 -0.0340 -0.3431  0.31

# 3
DFT (wB97M-V/def2-TZVPD) results for a structure of composition C32H22BBrN8O6Pt.

Results
Gap between HOMO and LUMO = 8.322 eV
Multiplicity = 1
Energy relative to the best compared isomer or geometry (same formula, charge and spin) = 0.00 kJ/mol
Highest occupied orbital energy = -8.909 eV
Strongest force on any atom = 0.6 eV/A
M = 900.37 g mol⁻¹
Charge = 0

Each line ends with the Mulliken charge.
Atoms and positions in Å:
Pt 0.9620 -0.6475 0.3602  2.31
C -0.3649 -4.4315 1.6504  -1.30
C -0.6076 -3.2148 1.0211  -0.15
N 0.5066 -2.4939 1.0386  -0.06
N 1.4687 -3.1890 1.6768  0.33
C 0.9539 -4.3656 2.0587  -0.10
B 2.8444 -2.5317 1.9696  -0.13
N 3.4985 -2.1681 0.6266  0.34
C 4.6342 -2.5650 0.0333  -0.10
C 4.6982 -1.9898 -1.2205  -1.17
C 3.5259 -1.2398 -1.3306  -0.35
N 2.8293 -1.3575 -0.2117  -0.15
N 2.5460 -1.2092 2.7282  0.34
C 2.9639 -0.7557 3.9169  -0.06
C 2.3910 0.4811 4.1485  -1.16
C 1.6039 0.7311 3.0266  -0.18
N 1.7135 -0.2950 2.1926  -0.21
H -1.0551 -5.2445 1.7847  0.45
H -1.4995 -2.8260 0.5564  0.57
H 1.5652 -5.0745 2.5910  0.47
H 3.5346 -3.2501 2.6272  -0.07
H 5.3142 -3.2248 0.5450  0.45
H 5.4747 -2.1039 -1.9549  0.43
H 3.1430 -0.6440 -2.1424  0.61
H 3.6373 -1.3455 4.5151  0.45
H 2.5201 1.1109 5.0101  0.43
H 0.9713 1.5655 2.7741  0.53
N -8.4478 2.2556 1.5878  -0.50
C -7.3474 1.9321 1.5181  -0.02
C -5.9702 1.5267 1.4314  0.56
C -5.4738 0.5672 2.3113  -0.67
C -4.1503 0.1779 2.2281  -0.58
C -3.3095 0.7394 1.2660  -0.05
C -3.8151 1.7023 0.3879  -0.23
C -5.1374 2.0951 0.4695  -0.73
C -1.9437 0.3301 1.1364  0.17
C -0.8245 -0.0409 0.8949  -0.91
H -6.1297 0.1317 3.0526  0.45
H -3.7576 -0.5694 2.9042  0.48
H -3.1524 2.1353 -0.3506  0.63
H -5.5329 2.8401 -0.2077  0.45
O -0.2756 1.9561 -1.1576  -0.64
C 0.8930 2.0370 -0.8636  0.22
O 1.6067 1.1493 -0.2025  -0.55
C 1.7194 3.2443 -1.2425  0.33
C 1.0893 4.2714 -1.9347  -0.35
C 1.7979 5.4000 -2.3071  -0.58
C 3.1389 5.4714 -1.9759  0.02
C 3.7934 4.4642 -1.2916  -0.57
C 3.0693 3.3428 -0.9208  -0.33
N 3.9041 6.6725 -2.3697  1.02
O 3.3108 7.5465 -2.9675  -0.61
O 5.0788 6.7163 -2.0650  -0.61
H 0.0398 4.1676 -2.1723  0.51
H 1.3343 6.2132 -2.8445  0.48
H 4.8420 4.5693 -1.0581  0.49
H 3.5483 2.5369 -0.3838  0.43
Br -4.1405 -5.2824 -3.2913  -0.20
C -3.4152 -3.5939 -2.8181  -0.05
C -4.2549 -2.4936 -2.7238  -0.35
C -3.7187 -1.2650 -2.3691  -0.80
C -2.3628 -1.1349 -2.1027  -0.05
C -1.5357 -2.2475 -2.2096  0.06
C -2.0609 -3.4867 -2.5693  -0.54
C -0.0823 -2.1804 -1.8247  0.31
O 0.6468 -3.1428 -1.8204  -0.64
O 0.2765 -0.9398 -1.4922  -0.65
H -5.3125 -2.6002 -2.9218  0.42
H -4.3697 -0.4042 -2.2845  0.45
H -1.9360 -0.1884 -1.7979  0.64
H -1.4054 -4.3436 -2.6391  0.58